1.
Below is an isolated ion of composition C7H16N and charge +1 at a distorted geometry, with properties calculated with ωB97M-V with the def2-TZVPD basis set.

Last column: Löwdin charge in e.
Atoms and positions in Å:
N  1.4017  2.9784  -0.2428  0.196
C  -2.6020  -2.6904  0.0312  -0.096
C  0.4091  2.0821  -0.9896  -0.117
C  -0.4223  -1.7529  0.7446  -0.145
C  0.7417  0.5711  -1.0755  -0.148
C  1.4096  -0.0807  0.1518  -0.204
C  -1.7429  -1.6086  0.6376  -0.157
C  0.4791  -0.6495  1.2280  -0.212
H  2.0471  3.3508  -0.9496  0.173
H  1.0131  -1.1026  2.0788  0.124
H  -2.2099  -0.6668  0.8925  0.101
H  -2.4478  -3.6709  0.4924  0.083
H  -2.3892  -2.7734  -1.0390  0.079
H  1.3772  0.4454  -1.9518  0.120
H  -0.2659  0.1458  -1.0518  0.111
H  -3.6594  -2.4541  0.1326  0.069
H  2.1051  2.4386  0.2760  0.149
H  2.0657  -0.9198  -0.1126  0.123
H  0.0512  -2.7207  0.5708  0.124
H  0.9220  3.7278  0.2359  0.168
H  -0.1933  0.1219  1.6242  0.108
H  0.1923  2.5962  -1.9245  0.134
H  2.1988  0.5511  0.5932  0.093
H  -0.4811  2.0809  -0.3523  0.126

Its energy above the lowest of the compared OMol25 structures with the same formula, charge and spin is 135.3 kJ/mol. The energy comes out at -9000.90321 eV. The HOMO-LUMO gap comes out at 8.5 eV. The calculation puts the LUMO energy at -3.7 eV. The value obtained for the HOMO energy is -12.18 eV. As for the net charge: +1. As for the structure (SMILES): C/C=C/CCCC[NH3+].

***

2.
Below is C40H39N5O4S2V as an isolated structure, with properties calculated with ωB97M-V with the def2-TZVPD basis set.

Last column: Löwdin charge in e.
Atoms and positions in Å:
V  -0.2299  0.0722  -0.2465  0.904
S  1.4880  4.1833  -3.0550  0.793
S  1.6297  1.3223  -2.1515  0.574
O  -1.2873  0.0402  1.5536  -0.200
O  0.7104  -1.3659  -1.3608  -0.238
O  0.1171  1.9700  0.4786  -0.204
O  -3.0529  0.5731  3.6290  -0.144
N  -1.7099  -3.3583  2.2856  -0.175
N  1.2624  -0.6451  0.9318  -0.162
N  2.2210  -1.4548  0.3540  0.079
N  -1.4526  1.8473  -1.9119  0.051
N  -0.6001  2.9060  -2.2404  -0.089
C  3.8749  -3.1722  -1.2321  -0.046
C  2.7122  -4.3166  -3.4751  -0.111
C  -2.7189  4.2445  0.3693  -0.071
C  2.0169  -3.3621  -2.7489  -0.025
C  -3.3773  -2.3789  -2.3583  -0.109
C  -2.4415  -2.2441  2.9706  0.017
C  -0.9291  -2.8581  1.0821  -0.082
C  -1.8431  -2.6322  -0.0890  -0.243
C  4.5678  -4.1204  -1.9628  -0.120
C  -0.8382  -4.0838  3.2282  -0.013
C  2.2555  5.3969  -0.6925  -0.283
C  -2.2358  2.1410  -0.9309  -0.312
C  4.3517  5.4829  1.1517  -0.122
C  4.1219  6.5606  0.3128  -0.123
C  -0.6664  2.9598  0.7492  -0.367
C  1.5496  -0.2426  2.1714  -0.124
C  0.1394  1.0686  5.3361  -0.154
C  1.8106  -1.7887  -0.8349  -0.523
C  -3.4513  -3.5642  -1.6329  -0.128
C  -0.3637  3.8741  1.7874  -0.016
C  0.6484  2.6840  -2.4167  -1.146
C  -1.8857  3.1848  0.0453  -0.151
C  -0.8029  0.3925  2.7277  -0.306
C  1.0267  0.7128  4.3474  -0.093
C  -3.5372  1.4032  -0.7417  -0.035
C  3.9894  -4.7023  -3.0866  -0.138
C  -2.3787  5.1476  1.3652  -0.140
C  2.5874  -2.7869  -1.6122  -0.134
C  -2.6539  -3.6893  -0.5071  -0.088
C  -2.5414  -1.3534  -1.9437  -0.116
C  -1.2281  1.0353  5.0726  -0.070
C  -1.1949  4.9375  2.0718  -0.115
C  3.5361  4.3598  1.0663  -0.074
C  -1.6687  0.6944  3.7931  -0.273
C  -3.5912  1.6464  2.8743  -0.075
C  1.1343  5.3400  -1.6932  -0.440
C  -1.7621  -1.4128  -0.7764  -0.116
C  2.4983  4.3113  0.1538  -0.031
C  0.6044  0.3113  3.0500  -0.172
C  3.0778  6.5128  -0.6022  -0.071
H  -2.4757  -0.4613  -2.5583  0.080
H  -2.8329  -1.5673  2.2130  0.103
H  2.2557  -4.7532  -4.3566  0.088
H  2.8976  7.3585  -1.2586  0.098
H  -3.2211  -2.6807  3.5927  0.103
H  2.0923  0.6959  4.5533  0.090
H  -3.1043  1.7037  1.9065  0.058
H  -4.2398  2.0533  -0.2175  0.068
H  -0.4517  -1.9333  1.3977  0.093
H  -3.6478  4.3672  -0.1811  0.104
H  0.5026  1.3591  6.3161  0.077
H  1.0308  -3.0294  -3.0427  0.112
H  -0.1613  -3.6107  0.8842  0.138
H  5.5696  -4.4046  -1.6598  0.085
H  -1.4186  -4.3877  4.0976  0.094
H  -3.9585  1.1166  -1.7047  0.072
H  -3.0270  5.9832  1.6017  0.074
H  4.5367  -5.4419  -3.6612  0.080
H  -0.0446  -3.4013  3.5292  0.112
H  -1.7264  -1.6848  3.5728  0.097
H  -2.4199  -3.9915  1.9174  0.140
H  3.7058  3.5085  1.7138  0.105
H  1.8840  3.4221  0.0850  0.086
H  -3.4113  0.5074  -0.1329  0.065
H  0.9347  6.3351  -2.0964  0.063
H  -2.6320  -4.6517  0.0111  0.094
H  4.7528  7.4412  0.3674  0.084
H  2.5687  -0.4046  2.5170  0.100
H  0.5369  3.7010  2.3624  0.112
H  0.2066  4.9837  -1.2345  0.067
H  5.1637  5.5141  1.8693  0.085
H  -4.0832  -4.3828  -1.9586  0.080
H  -0.9207  5.6161  2.8739  0.089
H  -0.4097  -4.9473  2.7243  0.097
H  4.3106  -2.7104  -0.3564  0.100
H  -3.9629  -2.2613  -3.2650  0.088
H  -1.9701  1.2811  5.8225  0.090
H  -4.6575  1.4470  2.7458  0.085
H  -3.4517  2.5967  3.4014  0.092

Its energy above the lowest of the compared OMol25 structures with the same formula, charge and spin is 205.9 kJ/mol. The energy comes out at -105111.06657 eV. The expectation value of S² is 3.797. The HOMO-LUMO gap (spin up / spin down) comes out at 2.9 / 5.1 eV. The calculation puts the LUMO energy (spin up / spin down) at 3.8 / 3.7 eV. The value obtained for the HOMO energy (spin up / spin down) is 0.86 / -1.42 eV. The spin multiplicity is 4. As for the net charge: -2.

***

3.
Below is an isolated molecule of C5H13FN2S at a distorted geometry, with properties calculated with ωB97M-V with the def2-TZVPD basis set.

Last column: Löwdin charge in e.
Atoms and positions in Å:
S  1.3312  -0.6425  -0.1116  1.093
F  1.7719  -1.2367  1.5369  -0.427
N  1.7675  0.8339  -0.0904  -0.385
N  -0.2934  -0.5211  0.2542  -0.371
C  -1.7560  -1.9329  -1.1278  -0.129
C  -1.0456  -1.7571  0.1575  -0.358
C  -0.7853  0.5710  1.1296  -0.246
C  -1.0162  1.9259  0.4324  -0.107
C  2.9707  1.2389  -0.7442  -0.232
H  -1.2992  2.7483  1.0685  0.053
H  -0.4651  -2.6445  0.3495  0.096
H  3.6753  1.7248  0.0662  0.115
H  3.5560  0.5440  -1.3270  0.053
H  2.6484  1.9844  -1.4447  0.056
H  -1.8794  1.8843  -0.2897  0.079
H  0.0037  2.2543  0.0412  0.071
H  -0.9412  -2.0283  -1.8942  0.080
H  -2.3339  -2.9602  -0.9983  0.117
H  0.1462  0.8419  1.7113  0.107
H  -2.5129  -1.1975  -1.4145  0.070
H  -1.9543  -1.8259  0.9428  0.158
H  -1.5885  0.1949  1.7521  0.107

Its energy above the lowest of the compared OMol25 structures with the same formula, charge and spin is 75.7 kJ/mol. The energy comes out at -21925.91342 eV. The HOMO-LUMO gap comes out at 9.9 eV. The calculation puts the LUMO energy at 0.8 eV. The value obtained for the HOMO energy is -9.07 eV.

***

4.
Below is a 2-piece molecular cluster, C6H11N overall at a distorted geometry, with properties calculated with ωB97M-V with the def2-TZVPD basis set.

Last column: Löwdin charge in e.
Atoms and positions in Å:
N  1.1274  -1.3982  1.8934  0.145
C  -1.2795  -1.7881  -0.0561  0.103
C  0.8081  -0.8501  0.9222  -0.323
C  0.0465  1.2807  -0.0825  -0.224
C  1.3226  -0.4410  -1.4502  -0.055
C  0.3600  -0.2176  -0.2800  -0.368
C  -0.9491  1.5946  1.0252  -0.101
H  1.0183  1.7473  0.1619  0.126
H  -0.6861  -2.7174  -0.0328  0.034
H  0.9961  0.0270  -2.3880  0.085
H  -0.6228  1.1529  1.9722  0.075
H  -1.0419  2.6756  1.1722  0.075
H  -1.0426  -0.9069  -0.7712  0.025
H  -1.6448  -1.6325  0.9723  0.032
H  2.2852  0.0231  -1.1816  0.095
H  -1.9403  1.1997  0.7821  0.076
H  1.5096  -1.5001  -1.6331  0.085
H  -0.2665  1.7511  -1.0262  0.116

Its energy above the lowest of the compared OMol25 structures with the same formula, charge and spin is 426.1 kJ/mol. The energy comes out at -7886.11487 eV. The HOMO-LUMO gap (spin up / spin down) comes out at 8.2 / 8.1 eV. The calculation puts the LUMO energy (spin up / spin down) at -0.2 / -0.1 eV. The value obtained for the HOMO energy (spin up / spin down) is -8.36 / -8.19 eV.

***

5.
Below is C23H19Cl3GeN6NaSSe2 as an isolated structure, with properties calculated with ωB97M-V with the def2-TZVPD basis set.

Last column: Löwdin charge in e.
Atoms and positions in Å:
Se  0.9334  4.4892  -1.7772  0.664
Se  -0.2810  3.1608  -3.2349  0.673
Ge  4.3309  1.3525  1.9009  0.122
Cl  3.2385  3.0501  0.6823  -0.052
Cl  2.9428  -0.3689  0.9558  -0.013
Cl  6.0090  1.0341  0.4446  -0.147
S  0.6407  1.3568  3.2662  0.722
Na  1.3575  1.4391  0.1807  -0.219
N  -1.0874  -0.5532  3.6191  0.049
N  -0.5374  0.0425  1.3091  0.024
N  -1.0383  -1.0150  0.9065  0.093
N  1.3006  0.9727  -2.3299  0.045
N  -0.7031  3.2423  0.1621  0.034
N  -1.5354  -1.7657  3.3330  0.033
C  -1.4177  -1.0504  -0.4664  -0.230
C  -0.5068  5.6111  0.4103  -0.101
C  -0.3607  0.1504  2.7508  -0.887
C  -1.5048  3.2259  1.2252  -0.153
C  1.2826  -3.9556  2.3242  -0.060
C  2.1804  0.2696  -4.8755  -0.056
C  0.7183  -5.2056  2.5497  -0.084
C  1.3333  1.3509  -4.6907  -0.110
C  -1.3024  -4.1487  3.3070  -0.033
C  -2.1394  -2.4947  -2.2423  -0.072
C  -2.2649  -1.3843  -3.0672  -0.069
C  -1.9748  -0.1130  -2.5854  -0.081
C  2.5923  -0.4460  -3.7680  -0.041
C  2.1334  -0.0521  -2.5198  -0.116
C  -1.5431  0.0678  -1.2821  -0.029
C  0.9213  1.6598  -3.4018  -0.662
C  -1.7197  -2.3249  -0.9338  -0.015
C  0.5651  -2.7993  2.5751  -0.032
C  -1.3144  5.5747  1.5343  -0.054
C  -1.8327  4.3597  1.9498  -0.049
C  -0.5735  -5.2980  3.0444  -0.085
C  -0.2262  4.4124  -0.2319  -0.665
C  -0.7339  -2.9051  3.0656  -0.235
H  -1.3291  1.0593  -0.9012  0.074
H  3.2651  -1.2870  -3.8532  0.110
H  -1.5475  6.4871  2.0674  0.112
H  -2.3095  -4.2167  3.7017  0.111
H  2.2914  -3.8742  1.9425  0.109
H  -2.4017  -1.9716  3.8153  0.147
H  -2.3725  -3.4829  -2.6151  0.105
H  -1.8913  2.2560  1.5120  0.092
H  1.2887  -6.1020  2.3495  0.103
H  2.4470  -0.5807  -1.6281  0.054
H  -1.6078  -3.1634  -0.2581  0.113
H  -0.1075  6.5416  0.0319  0.100
H  -2.4675  4.2835  2.8206  0.109
H  -1.0165  -6.2660  3.2353  0.104
H  2.5286  0.0103  -5.8667  0.112
H  1.0103  1.9612  -5.5224  0.095
H  -2.0892  0.7477  -3.2324  0.081
H  1.0238  -1.8368  2.4008  0.049
H  -2.5975  -1.5073  -4.0896  0.106

Its energy above the lowest of the compared OMol25 structures with the same formula, charge and spin is 51.8 kJ/mol. The energy comes out at -273130.12281 eV. The expectation value of S² is 0.797. The HOMO-LUMO gap (spin up / spin down) comes out at 7.1 / 6.1 eV. The calculation puts the LUMO energy (spin up / spin down) at -1.1 / -2.1 eV. The value obtained for the HOMO energy (spin up / spin down) is -8.15 / -8.17 eV. The spin multiplicity is 2.

***

6.
Below is C5H7BF6N3O8S2V as an isolated structure at a distorted geometry, with properties calculated with ωB97M-V with the def2-TZVPD basis set.

Last column: Löwdin charge in e.
Atoms and positions in Å:
V  0.2011  -0.8962  -0.0617  0.917
S  -1.3850  -1.8591  2.7772  0.482
S  -2.9406  -0.9419  1.0669  0.517
F  -2.8986  -0.3856  -0.4004  -0.163
F  4.1282  0.2158  -0.9175  0.099
F  3.1749  0.6737  -2.9575  0.124
F  1.9271  -0.3435  -1.2943  0.025
F  0.1763  -2.0842  3.0091  -0.184
F  2.5385  1.9043  -1.1460  0.095
O  -3.7250  -2.1146  1.0102  -0.225
O  -0.7637  -1.1919  -1.8712  -0.157
O  -1.8737  -3.1832  2.8751  -0.233
O  -2.2106  -1.1645  -3.5708  0.070
O  -1.6893  -0.8885  3.7616  -0.242
O  -0.1231  -0.4197  -3.8664  0.097
O  1.0159  -2.2531  0.1139  -0.258
O  -3.3922  0.1746  1.8097  -0.248
N  -1.2806  -1.2425  1.2806  -0.361
N  1.6990  0.0288  1.4655  0.178
N  -0.3930  1.2969  -0.3884  0.179
C  -0.9360  -0.8960  -3.1235  -0.747
C  2.7834  0.3047  1.6661  -0.176
C  4.1659  0.6549  1.9144  -0.029
C  -2.5057  2.7026  -0.9139  -0.017
C  -1.3091  1.9283  -0.6223  -0.179
B  2.9567  0.6351  -1.5808  -1.218
H  -3.0025  2.2331  -1.7609  0.098
H  -2.1406  3.6666  -1.2768  0.093
H  4.4452  1.4458  1.2199  0.092
H  4.8365  -0.1802  1.7579  0.096
H  -3.1193  2.8028  -0.0267  0.091
H  -2.5624  -1.7206  -2.8611  0.094
H  4.2023  1.0974  2.9121  0.089

The energy comes out at -90498.40898 eV. The expectation value of S² is 0.784. The HOMO-LUMO gap (spin up / spin down) comes out at 8.9 / 9.2 eV. The calculation puts the LUMO energy (spin up / spin down) at 2.2 / 2.5 eV. The value obtained for the HOMO energy (spin up / spin down) is -6.65 / -6.75 eV. The spin multiplicity is 2. As for the net charge: -1.

***

7.
Below is a 2-piece molecular cluster, C4H13NOS overall at a distorted geometry, with properties calculated with ωB97M-V with the def2-TZVPD basis set.

Last column: Löwdin charge in e.
Atoms and positions in Å:
S  -1.6261  1.9778  -0.6888  0.676
O  2.8180  -2.0711  0.8168  -0.058
N  -0.2405  -0.6829  0.9153  -0.120
C  0.1741  -0.7641  -0.4789  -0.322
C  -1.0665  -1.8013  1.2826  -0.166
C  0.1854  1.7913  -0.4407  -0.561
C  0.8431  0.4773  -0.9694  -0.257
H  -0.6984  -2.8397  1.1222  0.077
H  -1.3393  -1.7811  2.3455  0.076
H  -2.0901  -1.7949  0.7914  0.093
H  0.5740  -0.6900  1.5207  0.112
H  1.9350  0.5394  -0.7802  0.115
H  3.6792  -2.4290  0.5901  0.041
H  0.7182  2.6376  -0.8449  0.055
H  -0.6536  -1.0886  -1.2122  0.140
H  -1.7920  0.6623  -0.4591  -0.172
H  0.2394  1.8965  0.6599  0.052
H  0.9597  -1.5499  -0.7043  0.096
H  2.1103  -2.5630  0.3880  0.016
H  0.7418  0.6122  -2.0542  0.107

Its energy above the lowest of the compared OMol25 structures with the same formula, charge and spin is 118.5 kJ/mol. The energy comes out at -18730.78327 eV. The HOMO-LUMO gap comes out at 9.2 eV. The calculation puts the LUMO energy at 0.6 eV. The value obtained for the HOMO energy is -8.57 eV. As for the structure (SMILES): CNCCCS.O.